67
Properties=species:S:1:pos:R:3:mulliken_charge:R:1 method="wB97M-V/def2-TZVPD" lumo_energy_ev=-2.8643 orbital_gap_ev=7.1 e_homo_ev=-10.0 charge=+1
C -0.92 -1.78 -2.39 -0.641
H -3.77 0.59 -4.11 0.456
H -3.35 3.62 -0.58 0.524
C -1.79 0.28 -3.31 0.870
C 2.65 -1.17 -1.15 -1.694
C 0.48 -1.35 2.29 0.122
C 4.49 -0.81 4.29 -0.363
H -2.78 -1.62 -3.45 0.423
C 0.31 0.25 -2.10 -0.626
H 7.55 0.05 3.13 0.394
H 3.73 0.51 1.27 0.202
C 1.47 -0.13 4.23 0.126
H 1.21 -2.75 -0.95 0.215
C -4.09 -2.14 0.16 -0.914
C 0.22 2.29 1.81 -0.750
H -4.99 -2.55 -0.30 0.289
H 1.13 -3.37 -3.33 0.394
C 6.48 -0.07 3.15 -0.478
S -0.13 -0.73 3.83 0.014
H 3.46 -1.84 -0.84 0.495
H -1.88 3.22 -1.50 0.221
H -2.30 2.90 1.51 0.355
H 6.46 -0.98 5.10 0.379
O -3.70 -0.93 -0.53 -0.067
C 4.33 0.19 2.11 0.110
S 1.83 0.84 5.50 -0.264
S -0.53 -2.23 1.17 -0.406
C -1.92 -1.08 -3.05 -0.595
H 3.05 -0.50 -1.92 0.365
C -4.27 1.33 -1.11 -0.456
C 1.48 -1.98 -1.68 0.777
H -4.91 2.16 -0.81 0.593
C -1.67 3.10 0.64 -0.855
N 1.74 -1.20 2.16 -0.540
H 0.61 3.30 1.87 0.419
Lu -1.49 -0.10 0.10 1.361
H 2.36 -0.60 -0.27 0.130
C -2.48 2.96 -0.63 -0.536
H -2.77 2.06 -4.06 0.407
H -2.47 0.80 -5.26 0.425
H -5.65 -0.29 -0.84 0.549
C -2.76 0.98 -4.22 -1.862
H -1.27 4.11 0.71 0.552
H -0.54 1.99 -3.00 0.599
H 2.81 -3.24 -2.82 0.442
H 2.08 -1.95 -3.78 0.379
H -3.27 -2.84 0.07 0.310
H -0.37 2.06 2.69 0.423
H 4.01 -1.26 5.15 0.465
C 5.71 0.34 2.08 -0.858
H -4.27 -1.93 1.21 0.359
H -4.33 1.21 -2.19 0.095
C -4.72 0.07 -0.40 -0.991
C 3.73 -0.38 3.22 0.283
N 2.31 -0.56 3.23 0.579
C -0.69 0.94 -2.78 -0.681
O -0.59 2.15 0.62 -0.240
Cl -2.68 0.34 2.10 -0.508
C 5.86 -0.65 4.26 -0.638
C 1.90 -2.68 -2.99 -1.542
H 1.05 1.59 1.72 0.008
H 6.18 0.79 1.21 0.382
H -1.00 -2.86 -2.31 0.551
C 0.26 -1.15 -1.98 0.514
H 1.21 0.78 -1.82 0.415
O -2.91 1.59 -0.75 0.108
H -4.88 0.28 0.66 0.426

=====

64
Properties=species:S:1:pos:R:3:lowdin_spin:R:1 method="wB97M-V/def2-TZVPD" multiplicity=5 lumo_energy_ev="4.8173 / 4.7042" orbital_gap_ev="2.9 / 5.2" e_homo_ev="2.0 / -0.5" s2=6.061 charge=-2
C -1.65 -0.93 2.98 0.041
C -0.67 -0.73 -4.99 0.226
O -1.08 -2.00 -4.71 0.062
C -1.38 -2.03 3.83 0.027
H -0.17 1.75 -4.67 0.002
H 3.15 -1.99 -6.07 0.001
C 1.54 -0.73 -4.37 0.140
C 2.35 0.80 4.20 0.024
H 1.15 3.20 -1.82 0.002
H -2.63 0.24 5.99 0.004
C -0.84 2.39 -1.43 0.001
C -1.75 -1.67 5.17 0.026
H -2.56 3.63 -1.85 0.000
H -1.35 4.40 -0.78 0.000
H 2.64 1.83 4.40 -0.002
Co -0.42 -0.41 4.54 2.170
C -1.05 1.46 -2.67 0.006
H -1.98 1.78 -3.18 0.003
C -1.49 3.75 -1.66 0.001
H -1.66 -2.30 6.06 0.005
O -0.93 -0.12 -6.00 0.168
C 1.57 -1.12 3.18 0.043
H -0.42 -1.87 -2.55 0.001
H -0.92 0.21 7.52 0.004
C -2.31 -0.34 5.13 0.031
C 1.56 -1.38 4.59 0.059
C 0.17 0.27 7.33 0.014
H 1.42 -1.89 2.43 0.000
H -1.51 -3.42 -6.10 0.004
C 0.64 2.58 -1.07 0.002
H -0.28 -3.88 -4.87 0.006
C -0.15 -0.81 -2.46 0.003
C -1.48 0.32 -0.52 0.001
H 3.67 -0.37 -5.57 0.007
H 0.72 3.10 -0.11 0.000
C -1.31 0.06 -2.02 0.004
H -1.05 -3.00 3.47 0.004
H 0.17 -2.80 -6.22 0.004
H 0.71 -0.69 -1.80 0.001
H 1.02 1.73 -3.32 0.006
C 1.99 0.22 2.97 0.150
O 0.45 0.54 5.97 0.185
C 2.13 -0.17 5.24 0.147
C -2.20 0.13 3.78 0.034
H -0.67 -0.14 0.09 0.000
H 1.49 -2.34 5.11 0.001
C 0.22 -0.22 -3.85 0.058
H -1.02 4.23 -2.53 0.001
H 2.12 0.68 2.00 0.009
H -1.58 -0.91 1.90 0.003
H -2.54 1.08 3.38 0.006
C 2.94 -0.92 -6.17 0.018
H 0.60 -0.71 7.61 0.003
H -2.44 -0.07 -0.16 0.001
H 2.97 -0.61 -7.21 0.005
H 1.17 1.63 -0.99 0.000
O 2.38 -1.29 -3.68 0.126
H 2.60 -0.19 6.23 0.009
H 0.57 1.07 7.97 0.003
O 1.64 -0.61 -5.70 0.073
C -0.63 -3.09 -5.54 0.035
H -2.24 -0.37 -2.42 0.004
C 0.08 1.31 -3.70 0.027
O -1.50 1.74 -0.30 0.001

=====

63
Properties=species:S:1:pos:R:3:mulliken_charge:R:1 method="wB97M-V/def2-TZVPD" lumo_energy_ev=-3.3629 orbital_gap_ev=7.3 e_homo_ev=-10.7 charge=+1
H 2.30 -2.85 0.37 0.433
C 0.00 0.00 4.29 1.090
C 0.27 -1.43 4.78 -1.352
H -3.62 -0.02 1.57 0.324
H -1.35 -4.26 -0.17 0.436
H 1.09 0.98 5.92 0.409
H -2.17 -0.20 4.39 0.282
O 2.76 -0.21 2.11 -0.437
H 0.92 1.98 4.43 0.303
C -1.46 3.38 -2.73 -0.304
H 1.21 -3.29 1.70 0.400
H -3.32 1.58 -1.97 0.770
C -2.31 1.15 -1.86 -1.193
H 1.62 4.29 -3.96 0.439
H 2.09 0.62 4.47 0.322
H -1.77 -3.22 1.24 0.374
C 1.31 -3.27 0.60 -1.465
H -2.28 0.14 -2.30 0.382
C -1.51 -3.22 0.17 -1.288
H 0.33 -3.64 -2.04 0.792
C 1.68 -0.19 1.66 0.403
P -2.00 0.94 -0.01 0.384
C 2.30 1.65 -3.60 -0.891
H -2.35 2.66 1.67 0.363
H -1.58 1.50 4.40 0.266
C 2.69 -2.47 -2.68 -0.287
C 1.09 0.95 4.81 -1.427
H 0.78 0.66 -0.30 -0.702
H 4.77 -2.27 -3.30 0.380
C 0.81 3.66 -3.57 -0.901
C -0.01 1.44 -2.85 0.204
H -1.42 0.49 5.88 0.418
H 1.25 -4.30 0.21 0.449
O 0.00 0.00 2.87 -0.497
H -2.42 3.85 -2.47 0.414
C -1.28 2.03 -2.51 0.143
H -0.61 5.26 -3.43 0.380
C -3.60 0.11 0.47 -1.214
In 0.00 0.00 0.87 2.377
H 1.25 -1.78 4.42 0.270
C 2.48 0.28 -3.33 0.660
C 0.26 -2.54 -1.94 -1.228
C 3.72 -0.41 -3.49 -0.938
C 1.46 -1.85 -2.52 0.173
H -3.27 3.07 0.17 0.402
N 0.13 0.12 -2.65 -0.077
H -2.36 -2.78 -0.39 0.310
C -1.37 0.48 4.77 -1.414
P 0.00 -2.16 -0.10 0.323
C -2.32 2.66 0.57 -1.303
C -0.42 4.20 -3.27 -0.793
H -0.51 -2.12 4.40 0.267
H -3.65 -0.89 0.00 0.341
H -0.66 -2.19 -2.45 0.453
H 2.80 -3.53 -2.43 0.430
C 1.06 2.27 -3.36 0.662
C 3.82 -1.75 -3.18 -0.811
H 0.26 -1.47 5.89 0.425
H -4.47 0.70 0.16 0.440
C 1.33 -0.46 -2.84 0.147
H 4.59 0.15 -3.86 0.435
H 3.14 2.24 -3.98 0.445
H -1.48 3.30 0.26 0.404

=====

63
Properties=species:S:1:pos:R:3:mulliken_charge:R:1 method="wB97M-V/def2-TZVPD" lumo_energy_ev=-2.0425 orbital_gap_ev=9.1 e_homo_ev=-11.2 charge=+1 smiles=Cc1cccc(OC[C@H](O)Cn2c(N)[n+](CCN3CCCCC3)c3ccccc32)c1
C 4.14 -1.83 -2.24 -0.975
H -1.08 4.10 0.35 0.488
H -3.68 0.14 1.59 0.563
O -0.57 2.30 -2.39 -0.636
H 5.35 -0.21 -1.48 0.382
H -3.12 3.13 4.39 0.427
H 4.62 -1.52 0.47 0.430
C -1.88 -1.64 -1.33 0.705
O -3.02 1.71 -0.25 -0.370
H 0.20 -1.57 2.54 0.608
H -1.97 -2.63 -3.21 0.418
H -0.92 -0.53 4.13 0.484
H 1.57 -0.07 -0.54 -0.245
N 0.08 0.21 1.53 0.531
C -3.17 -0.37 0.79 -0.596
H -2.43 0.98 5.35 0.432
H 4.84 -2.58 -1.88 0.359
H 0.42 3.61 -0.47 0.366
C -1.15 2.05 1.91 1.499
C 0.54 -1.16 1.59 -0.247
H 2.53 -0.49 2.07 0.408
C -1.22 -2.32 -2.49 -1.755
C 3.93 -0.78 0.03 -0.920
H 0.83 1.33 -1.42 0.330
C 0.19 1.03 0.46 -0.152
C -2.81 2.56 -1.35 -0.977
H -3.26 -2.30 1.69 0.456
H -0.68 -3.22 -2.17 0.399
N 2.55 -1.23 0.12 0.506
C 2.07 -1.30 1.50 -1.356
N -0.53 2.15 0.67 0.376
H 2.36 -2.25 1.97 0.354
C -2.29 -2.37 -0.22 -0.796
H -2.32 3.84 2.17 0.379
C -2.45 2.49 3.83 -0.925
C -2.11 -0.27 -1.37 -0.111
C -2.76 0.37 -0.32 0.533
C -2.93 -1.73 0.83 -0.655
H -3.46 3.41 -1.15 0.486
C -2.00 2.90 2.59 -1.035
H 4.35 -1.64 -3.29 0.383
H 3.69 0.24 -1.85 0.194
H -0.89 2.38 -3.29 0.399
H -0.52 -1.65 -2.99 0.300
H -2.12 -3.43 -0.18 0.443
C 2.39 -2.51 -0.58 -0.955
N 0.93 0.76 -0.59 0.172
C -2.06 1.27 4.38 -0.846
H 0.06 -1.73 0.78 -0.162
H 1.36 -2.85 -0.46 0.402
H -1.78 0.28 -2.24 0.412
C -1.37 3.10 -1.53 0.184
H 3.06 -3.27 -0.15 0.427
C 4.32 -0.54 -1.43 -0.489
H 4.03 0.16 0.59 0.426
C 2.71 -2.33 -2.07 -0.310
C -0.60 3.30 -0.21 -1.353
H -3.13 2.09 -2.29 0.364
H -1.46 4.10 -1.98 0.585
C -0.76 0.82 2.46 0.757
C -1.21 0.41 3.70 -0.974
H 2.01 -1.61 -2.50 0.068
H 2.58 -3.28 -2.58 0.404

=====

Table of electronic energy (a.u.), in record order: -4159.75165 -2768.29079 -2012.06882 -1303.68497